A single C5H6P4 molecule in a non-equilibrium geometry, computed with ωB97M-V/def2-TZVPD.

Results
**Largest force on an atom**: 0.063 hartree/bohr
**ΔE to the lowest compared entry with this formula, charge and spin**: 2.6 kcal/mol
**HOMO energy**: -0.3041 Eh
**Frontier orbital gap**: 7.3 eV

The geometry in XYZ format:
```
15
Properties=species:S:1:pos:R:3:lowdin_charge:R:1
P -1.6595 -0.6687 1.1994 0.72
P -1.6453 -0.6894 -1.0655 0.71
P 1.5728 -0.8622 -1.0830 0.76
P 1.5169 -0.7646 1.2256 0.75
C 0.0170 1.4732 -0.1036 -0.33
C -0.0583 -1.4103 -1.4863 -0.68
C -0.0822 -1.2666 1.6799 -0.77
C 1.3103 0.5644 -0.0177 -0.77
C -1.3021 0.8305 -0.0830 -0.70
H 2.2421 1.0488 0.0090 0.02
H -2.1046 1.6009 -0.2175 0.08
H -0.0372 -2.0890 2.5213 0.03
H 0.1594 2.3265 0.6602 0.13
H 0.0456 2.0809 -0.9907 0.09
H 0.0251 -2.1744 -2.2482 -0.04
```